Entry 1:
Here is a structure of composition C11H30CoO2P2 in a non-equilibrium geometry from the OMol25 dataset. Energies are from the ωB97M-V functional and the def2-TZVPD basis.

```
46
C11H30CoO2P2, DFT the ωB97M-V functional and the def2-TZVPD basis
Co 0.5311 0.8668 0.1694
P 0.8798 0.9308 -1.8902
P 0.2100 1.7427 2.1238
O -2.2912 0.6087 -0.0585
O -1.1302 -1.1220 -1.1464
C -0.4400 0.8472 -3.1715
C -1.9091 -3.3212 -1.4691
C 1.9072 2.2480 -2.5709
C 1.0661 0.6654 3.3794
C 0.2125 -2.9933 -0.2253
C -1.1810 -2.4257 -0.4695
C 0.9897 3.3539 2.5154
C -1.4173 1.8094 2.9803
C -1.2131 0.0845 -0.3334
C -1.9160 -2.3287 0.8629
C 1.8079 -0.5625 -2.4407
H 1.4277 3.2166 -2.4528
H 1.1707 -1.4468 -2.3443
H 2.7077 -0.6888 -1.8325
H -1.8574 0.8093 3.0477
H 1.0582 1.0684 4.3994
H 0.0809 -4.0224 0.1526
H 2.8655 2.2915 -2.0600
H -1.0142 -0.0752 -3.0532
H -2.0132 -4.2884 -0.9559
H 0.0391 0.8625 -4.1587
H 2.0747 2.0572 -3.6332
H 2.1114 0.5263 3.0984
H 0.5934 -0.3200 3.4362
H 0.8541 -0.7203 0.5197
H 0.7419 -2.4194 0.5487
H -2.0526 -3.3645 1.2205
H -1.1283 1.6921 -3.0837
H 2.0847 -0.4335 -3.4932
H 0.9077 3.5976 3.5790
H -2.9113 -1.8449 0.7944
H 0.4608 2.3292 0.0349
H -1.3209 -3.4352 -2.3827
H -2.8931 -2.9081 -1.7302
H 0.7863 -3.0304 -1.1649
H -1.3228 2.1962 4.0004
H -2.1015 2.4571 2.4276
H 0.4969 4.1347 1.9264
H 1.3106 -0.1675 1.0425
H 2.0489 3.3127 2.2387
H -1.3124 -1.7897 1.6227
```

- E: -72188.08590 eV
- Spin multiplicity: 4
- Gap between HOMO and LUMO (alpha / beta): 5.31 / 8.06 eV
- LUMO energy (alpha / beta): 0.69 / -0.25 eV

Löwdin atomic charge list, values in e, 5 entries: -0.09 0.73 0.74 0.01 -0.18

=====

Entry 2:
Here is a structure of composition C11H30GeLiP2Se from the OMol25 dataset. Energies are from the ωB97M-V functional and the def2-TZVPD basis.

```
46
C11H30GeLiP2Se, DFT the ωB97M-V functional and the def2-TZVPD basis
Se -0.7055 3.0347 -1.8657
Ge -3.7865 3.1302 -0.6326
P 1.7494 -0.0429 -0.7454
P -1.2120 -1.5846 -1.4951
C -4.2791 1.3580 -1.2983
C -1.6725 -2.8353 -0.2460
C 3.0493 -0.0112 0.5342
C 0.0991 4.2110 -0.5433
C -2.4747 3.8728 -1.9058
C 2.6561 0.4914 -2.2403
C 1.5552 -1.8524 -1.0381
C -2.9693 2.9619 1.1363
C 0.4451 -2.1691 -2.0495
C -2.2678 -2.0425 -2.9102
C -5.3425 4.2946 -0.5606
Li -0.6620 0.7629 -0.7359
H 0.1968 5.2035 -0.9732
H -5.0687 5.2859 -0.1996
H 2.6590 -0.4160 1.4678
H -2.8337 3.7572 -2.9282
H -4.9740 0.8777 -0.6087
H -2.7259 3.9374 1.5576
H -0.5177 4.2392 0.3504
H 0.4030 -3.2429 -2.2488
H -3.4062 0.7092 -1.4046
H -2.2874 4.9349 -1.7492
H 0.6524 -1.6802 -3.0060
H 3.9208 -0.5930 0.2309
H -4.7634 1.4346 -2.2722
H -1.5844 -3.8455 -0.6485
H 2.9532 1.5350 -2.1322
H 3.3594 1.0178 0.7160
H 1.0830 3.8171 -0.2993
H -2.0571 2.3607 1.1180
H 3.5485 -0.1146 -2.4039
H 2.5075 -2.2732 -1.3699
H -1.0391 -2.7467 0.6367
H -5.7973 4.4003 -1.5451
H -3.6748 2.4752 1.8105
H -6.0871 3.8777 0.1178
H -2.7033 -2.6686 0.0676
H 1.3298 -2.3116 -0.0713
H -2.0135 -1.4293 -3.7749
H -2.1472 -3.0950 -3.1697
H -3.3125 -1.8557 -2.6607
H 2.0125 0.4234 -3.1178
```

- E: -152534.93480 eV
- Relative energy (zero: lowest compared OMol25 entry of this formula, charge and spin): 0.00 kJ/mol
- Total charge: +1
- Gap between HOMO and LUMO: 9.11 eV
- LUMO energy: -2.58 eV

Löwdin atomic charge list, values in e, 5 entries: 0.79 0.74 0.77 0.77 -0.21

=====

Entry 3:
Here is a structure of composition C11H31BF3HgO7S in a non-equilibrium geometry from the OMol25 dataset. Energies are from the ωB97M-V functional and the def2-TZVPD basis.

```
55
C11H31BF3HgO7S, DFT the ωB97M-V functional and the def2-TZVPD basis
Hg 0.6174 -0.2879 0.5559
S -0.4262 3.0469 -0.8291
F -2.4846 4.7294 -0.5970
F -1.7358 4.1219 1.3155
F -3.0050 2.7497 0.1090
O -0.8330 2.8537 -2.2325
O -0.0402 1.7707 -0.1911
O -1.1879 -0.7909 -0.9490
O 0.6770 -2.6846 0.9078
O 0.6642 4.0299 -0.7292
O 1.9598 -0.5943 -1.4882
O -1.4470 0.1013 1.7597
C -2.3146 1.4937 3.4158
C 3.8106 -0.7517 -2.9520
C 2.6712 0.1480 -2.4106
C -1.4882 -2.6053 -2.3759
C 1.2794 -3.6796 1.6889
C -1.2859 -1.0738 -2.3380
C -1.9844 -1.0604 3.7539
C -2.0522 3.6942 0.0942
C 3.2172 1.3623 -1.6678
C -2.5377 -0.3826 -2.8273
C -1.5142 0.2393 3.1371
B 2.1718 0.7059 2.0469
H -2.4780 -2.8509 -1.9911
H -2.3472 -0.0013 1.4424
H 2.4491 1.9981 -1.2274
H -1.4688 -2.9490 -3.4101
H 2.0672 0.4955 -3.2488
H -3.0307 -1.2034 3.4841
H -2.2200 1.7817 4.4629
H 3.8922 1.9373 -2.3017
H 3.8456 1.0172 -0.8467
H 2.9192 1.0243 2.7570
H -0.3944 -0.8603 -2.9276
H -2.9472 -0.7093 -3.7831
H -1.9896 2.3075 2.7675
H 2.0272 -1.5257 -1.7108
H 1.5805 -0.0946 2.4637
H 2.2078 -4.1120 1.3159
H -3.3639 -0.3008 -2.1210
H -2.1023 -0.6272 -0.7067
H 4.4677 -1.0916 -2.1515
H -0.5738 0.4914 3.6272
H -3.3640 1.2864 3.2067
H -1.8418 -0.9324 4.8270
H 3.6234 -1.6390 -3.5568
H 1.4990 1.4893 1.7341
H -2.2799 0.6756 -2.8708
H -0.8004 -3.2132 -1.7882
H 4.3779 -0.1346 -3.6489
H 2.6640 0.3935 1.1389
H -1.4311 -1.9060 3.3454
H 0.6876 -4.5791 1.8585
H 1.5931 -3.3034 2.6627
```

- E: -50077.48869 eV
- Relative energy (zero: lowest compared OMol25 entry of this formula, charge and spin): 223.22 kJ/mol
- Total charge: -1
- Gap between HOMO and LUMO: 7.24 eV
- LUMO energy: 2.63 eV

Löwdin atomic charge list, values in e, 5 entries: 1.16 0.54 0.13 0.12 0.12

=====

Entry 4:
Here is a structure of composition C11H31NO3P2Ta in a non-equilibrium geometry from the OMol25 dataset. Energies are from the ωB97M-V functional and the def2-TZVPD basis.

```
49
C11H31NO3P2Ta, DFT the ωB97M-V functional and the def2-TZVPD basis
Ta -2.0173 -2.0624 -0.3521
P -2.8019 -4.2652 0.7545
P 1.3542 1.1510 -2.3091
O 2.7108 0.5272 -3.2258
O 1.9747 2.2017 -1.2719
O 0.2511 1.8539 -3.4583
N -2.9360 -4.0886 2.3707
C -0.9468 -1.4082 1.6090
C -1.2113 -0.1051 -1.3937
C -0.4562 0.3603 3.5165
C 1.8612 1.4292 2.4617
C -0.1583 3.2165 -3.0855
C -1.2989 0.1312 2.0906
C 0.4314 -0.1559 -1.2651
C 3.2133 -0.7393 -2.6691
C -1.3747 3.2734 -1.9603
C 0.5610 1.6451 3.4722
C 3.7941 -0.6441 -1.1381
H 3.8916 -1.7667 -0.7494
H 0.6784 0.0612 -0.1188
H -3.9238 -4.3179 2.6243
H 2.4318 -1.6318 -2.7911
H -0.9868 2.9967 -0.8688
H -2.2940 2.5665 -2.2413
H -0.5427 -2.9628 -1.0040
H -1.2082 0.5625 4.4202
H 4.1360 -1.0562 -3.3534
H -1.7888 4.3849 -1.8756
H 4.8703 -0.1307 -1.1225
H -2.9313 -2.5309 -1.8886
H -1.1894 -2.1102 2.5200
H -3.4965 -1.1070 0.2026
H 0.1465 -0.6137 3.8364
H -0.6273 3.7003 -4.0708
H -0.9869 0.9510 1.3077
H -1.7891 -5.2797 0.4989
H 3.0961 -0.0997 -0.3725
H 0.2369 -1.4476 1.4726
H 0.0187 2.6694 3.2260
H -4.0301 -4.7152 0.1199
H 1.7415 0.4272 1.8399
H 1.9194 2.3706 1.7334
H 0.7498 -1.2661 -1.4546
H 1.0333 1.7974 4.5538
H -2.4443 0.2095 2.4108
H 2.8810 1.3835 3.0351
H -1.5722 -0.0744 -2.5114
H -1.6906 0.7790 -0.7519
H 0.7202 3.9299 -2.7729
```

- E: -39662.38488 eV
- Relative energy (zero: lowest compared OMol25 entry of this formula, charge and spin): 606.76 kJ/mol
- Total charge: -1
- Gap between HOMO and LUMO: 6.50 eV
- LUMO energy: 2.17 eV

Löwdin atomic charge list, values in e, 5 entries: 1.22 0.32 0.79 -0.30 -0.40

=====

Entry 5:
Here is a cluster of 5 separate species, C11H32O11S3 in total in a non-equilibrium geometry from the OMol25 dataset. Energies are from the ωB97M-V functional and the def2-TZVPD basis.

```
57
C11H32O11S3, DFT the ωB97M-V functional and the def2-TZVPD basis
S 7.7508 2.3700 -1.4123
S -0.7147 -3.8741 3.4757
S -5.9626 -1.0297 -0.6649
O -0.0280 -4.9875 2.8286
O -2.0489 -3.4812 2.5346
O 0.0808 -0.2605 -0.8889
O -5.9922 -1.3624 0.7670
O 8.7734 2.7448 -0.4008
O -0.1962 0.4738 1.8063
O 6.1840 2.4709 -0.8653
O -4.7517 0.0306 -1.0161
O 7.8978 2.8670 -2.7851
O -1.1673 -3.9634 4.9001
O -5.9775 -2.0678 -1.7037
C -4.5355 1.1917 -0.1479
C 5.1528 2.4867 -1.8645
C 3.9252 3.0107 -1.0400
C -1.9312 -3.7776 1.1786
C 0.3472 -2.3525 3.1818
C -7.3625 0.0994 -1.0460
C -3.0085 1.4563 -0.1434
C -2.7646 -2.6574 0.5226
C 7.8262 0.5367 -1.5290
C 0.3191 0.5843 -1.9933
C 0.7581 1.4750 1.7510
H 3.9874 3.9842 -0.5536
H 1.1210 -2.3132 3.9484
H -0.9502 -3.7480 0.7045
H 7.4628 0.1965 -0.5592
H -2.2266 -1.7123 0.5974
H 8.8129 0.1341 -1.7579
H -4.8501 1.0852 0.8902
H -5.0423 2.0739 -0.5391
H -2.6719 2.1797 0.5992
H -3.7218 -2.4332 0.9933
H 0.3537 -1.1578 -1.0937
H -7.2711 1.0737 -0.5659
H 5.2947 3.2061 -2.6711
H 0.2244 0.0894 -2.9598
H -2.5631 0.4635 -0.0793
H -2.8988 -2.8714 -0.5378
H -2.3468 -4.7379 0.8733
H 3.7164 2.2684 -0.2695
H -8.2486 -0.4820 -0.7912
H -7.4489 0.1941 -2.1285
H -0.1566 -0.0365 0.9941
H 1.3197 1.0161 -1.9710
H 7.1373 0.1172 -2.2622
H -2.6907 1.9029 -1.0856
H 1.7838 1.1407 1.5949
H 0.7967 2.0970 2.6453
H -0.3768 1.4226 -1.9592
H 0.4450 2.1249 0.9339
H -0.2683 -1.4731 3.3715
H 4.9338 1.4758 -2.2083
H 0.6609 -2.4479 2.1423
H 3.1083 3.1830 -1.7408
```

- E: -66949.77766 eV
- Relative energy (zero: lowest compared OMol25 entry of this formula, charge and spin): 0.00 kJ/mol
- SMILES: CCOS(C)(=O)=O.CCOS(C)(=O)=O.CCOS(C)(=O)=O.CO.CO
- Gap between HOMO and LUMO: 10.34 eV
- LUMO energy: -0.08 eV

Löwdin atomic charge list, values in e, 5 entries: 0.70 0.73 0.67 -0.32 -0.25